A.
ORCA calculation (wB97M-V/def2-TZVPD) on a 6-piece molecular cluster, C12H36O12 overall.

Structure (ORCA input):
```
! RIJCOSX wB97M-V def2-TZVPD def2/J DEFGRID3
* xyz 0 1
O -2.043 0.057 -1.347
C -0.710 0.070 -0.861
C 0.382 0.106 -1.862
O 1.520 0.387 -1.012
H -2.327 -0.851 -1.663
H -0.511 0.977 -0.361
H -0.730 -0.758 -0.094
H 0.218 0.874 -2.519
H 0.386 -0.819 -2.341
H 1.745 -0.252 -0.492
O -1.364 0.301 2.626
C -1.465 -0.504 3.657
C -0.297 -0.186 4.639
O -0.479 -0.977 5.766
H -1.799 0.084 1.883
H -2.427 -0.343 4.171
H -1.286 -1.564 3.098
H -0.166 0.901 4.931
H 0.620 -0.296 4.057
H -0.221 -0.529 6.398
O 2.903 -1.675 -0.133
C 3.311 -2.730 -1.010
C 4.533 -2.001 -1.609
O 5.133 -2.866 -2.510
H 2.971 -1.737 0.782
H 3.740 -3.625 -0.625
H 2.753 -2.932 -1.845
H 5.527 -1.970 -0.957
H 4.498 -1.036 -1.970
H 5.689 -2.171 -3.073
O -4.062 2.041 -2.563
C -4.093 3.298 -1.892
C -2.728 3.703 -2.027
O -2.683 5.065 -1.482
H -3.479 1.438 -2.248
H -4.672 4.023 -2.533
H -4.432 3.029 -1.073
H -2.252 3.820 -2.929
H -1.958 3.108 -1.407
H -1.821 5.314 -1.377
O -2.914 -2.585 -2.088
C -2.231 -3.791 -1.965
C -1.047 -3.556 -0.951
O -1.526 -2.869 0.145
H -3.612 -2.752 -2.569
H -2.676 -4.767 -1.802
H -1.754 -4.015 -2.922
H -0.114 -3.365 -1.477
H -0.777 -4.600 -0.607
H -2.409 -2.952 0.288
O 2.028 2.995 3.511
C 2.514 2.440 2.319
C 1.717 3.035 1.245
O 2.229 2.753 -0.109
H 2.507 2.428 4.230
H 3.511 2.713 2.194
H 2.436 1.410 2.297
H 1.627 4.085 1.171
H 0.580 2.622 1.408
H 1.974 1.978 -0.510
*
```

B.
ORCA calculation (wB97M-V/def2-TZVPD) on a 6-piece molecular cluster, C12H36O12 overall.

Structure (ORCA input):
```
! RIJCOSX wB97M-V def2-TZVPD def2/J DEFGRID3
* xyz 0 1
O 15.337 -8.995 -1.044
C 15.212 -10.393 -0.854
C 16.587 -10.954 -0.488
O 16.978 -10.312 0.728
H 16.030 -8.664 -0.457
H 14.446 -10.559 -0.090
H 14.897 -10.870 -1.783
H 17.284 -10.737 -1.302
H 16.618 -12.038 -0.351
H 17.844 -10.641 0.988
O 18.846 -9.258 6.990
C 19.466 -8.571 5.896
C 19.797 -9.583 4.807
O 20.750 -10.529 5.283
H 17.931 -8.970 7.061
H 18.872 -7.806 5.381
H 20.329 -8.069 6.335
H 20.048 -9.009 3.916
H 18.856 -10.107 4.602
H 20.306 -10.985 6.007
O 21.851 -6.688 2.146
C 22.229 -6.945 3.501
C 23.238 -8.082 3.506
O 22.645 -9.347 3.285
H 22.629 -6.491 1.620
H 22.615 -6.031 3.972
H 21.322 -7.118 4.077
H 23.694 -8.234 4.501
H 24.077 -7.888 2.838
H 22.226 -9.772 4.036
O 18.067 -1.921 0.700
C 17.036 -1.176 0.082
C 16.715 0.142 0.822
O 16.187 -0.078 2.121
H 18.195 -1.582 1.592
H 17.296 -0.891 -0.937
H 16.088 -1.720 0.136
H 15.895 0.590 0.245
H 17.534 0.864 0.744
H 16.696 0.458 2.736
O 19.006 -3.773 -1.055
C 20.384 -4.000 -0.871
C 20.838 -5.191 -1.688
O 20.335 -6.368 -1.047
H 18.668 -3.053 -0.489
H 20.891 -3.079 -1.203
H 20.697 -4.130 0.171
H 21.925 -5.263 -1.638
H 20.529 -5.148 -2.734
H 19.390 -6.227 -0.885
O 18.121 -7.255 0.590
C 17.784 -6.845 1.895
C 18.147 -5.399 2.161
O 19.402 -5.255 2.831
H 18.490 -8.139 0.555
H 16.718 -7.011 2.101
H 18.233 -7.500 2.650
H 17.453 -4.836 2.794
H 18.036 -4.820 1.232
H 20.015 -5.699 2.217
*
```

Most stable structure: B

A.
ORCA calculation (wB97M-V/def2-TZVPD) on one molecule with the formula C3H3Cl2NO.

Structure (ORCA input):
```
! RIJCOSX wB97M-V def2-TZVPD def2/J DEFGRID3
* xyz 0 1
C -0.403 -0.240 -0.647
C 1.856 0.287 0.209
C -1.786 -0.099 -0.233
N 0.552 0.140 0.280
O 0.143 -0.851 -1.574
Cl -2.210 1.007 1.012
Cl -2.992 -1.374 -0.483
H 2.241 0.183 -0.756
H 2.490 0.569 1.017
H 0.110 0.377 1.175
*
```

B.
ORCA calculation (wB97M-V/def2-TZVPD) on one molecule with the formula C3H3Cl2NO.

Structure (ORCA input):
```
! RIJCOSX wB97M-V def2-TZVPD def2/J DEFGRID3
* xyz 0 1
C 1.833 0.990 0.200
C -0.611 0.480 0.363
C 1.992 -0.236 -0.293
N 0.328 1.365 -0.008
O 2.588 1.856 0.622
Cl 3.662 -0.691 -0.137
Cl 0.050 3.096 -0.308
H -1.649 0.616 0.297
H -0.146 -0.366 0.826
H 1.348 -1.005 -0.715
*
```

Most stable structure: A

A.
ORCA calculation (wB97M-V/def2-TZVPD) on C24H29N9O8S2Y as an isolated structure.

Structure (ORCA input):
```
! RIJCOSX wB97M-V def2-TZVPD def2/J DEFGRID3
* xyz -1 1
Y 0.431 0.070 -0.765
N 2.576 0.423 0.471
C 2.688 1.699 1.210
C 1.441 2.583 1.137
O 1.406 3.609 1.830
N 0.498 2.142 0.305
C -0.706 2.940 0.213
C -1.602 2.396 -0.900
O -2.777 2.762 -0.982
O -1.061 1.531 -1.687
H 3.314 0.389 -0.235
H 2.746 -0.344 1.122
H 2.908 1.502 2.262
H 3.525 2.284 0.827
H -1.287 2.932 1.141
H -0.503 4.001 0.018
O -1.166 -2.385 2.493
C -0.576 -1.941 1.518
O -0.680 -0.757 1.029
C 0.386 -2.842 0.750
C 0.647 -4.164 1.071
C 1.501 -4.879 0.245
C 2.045 -4.277 -0.884
C 1.727 -2.954 -1.132
N 0.937 -2.272 -0.311
C 2.164 -2.179 -2.373
O 2.820 -2.747 -3.227
O 1.725 -0.965 -2.399
H 0.184 -4.593 1.948
H 1.734 -5.912 0.472
H 2.692 -4.801 -1.573
N -4.990 1.002 -1.661
C -5.085 -0.199 -2.264
O -6.141 -0.696 -2.630
C -3.785 -0.919 -2.486
C -3.668 -1.808 -3.545
C -2.445 -2.409 -3.783
C -1.375 -2.085 -2.961
N -1.486 -1.257 -1.924
C -2.679 -0.707 -1.684
H -5.854 1.502 -1.537
H -4.118 1.520 -1.527
H -4.534 -2.003 -4.164
H -2.303 -3.099 -4.603
H -0.389 -2.493 -3.146
H -2.747 -0.069 -0.814
S 4.738 1.820 -1.785
C 3.273 2.429 -2.301
N 2.240 1.720 -2.820
C 1.286 2.620 -3.467
C 1.502 3.887 -2.641
N 2.913 3.734 -2.290
H 2.389 0.761 -3.121
H 0.267 2.250 -3.396
H 1.559 2.781 -4.515
H 0.875 3.879 -1.747
H 1.328 4.798 -3.211
H 3.391 4.351 -1.656
S 2.523 -1.502 3.378
C 1.086 -0.848 4.000
N 0.445 -1.462 5.013
C -0.906 -1.126 5.431
C -1.120 0.372 5.276
C -0.771 0.775 3.854
N 0.565 0.290 3.539
H 0.806 -2.377 5.220
H -1.025 -1.426 6.474
H -1.631 -1.674 4.824
H -0.483 0.911 5.981
H -2.158 0.623 5.491
H -0.765 1.858 3.731
H -1.481 0.344 3.144
H 1.011 0.681 2.727
*
```

B.
ORCA calculation (wB97M-V/def2-TZVPD) on C24H29N9O8S2Y as an isolated structure.

Structure (ORCA input):
```
! RIJCOSX wB97M-V def2-TZVPD def2/J DEFGRID3
* xyz -1 1
Y -0.496 -0.238 -0.035
N -2.081 -2.200 -0.344
C -1.382 -3.097 -1.292
C 0.089 -3.263 -0.899
O 0.668 -4.319 -1.166
N 0.579 -2.192 -0.281
C 1.964 -2.197 0.126
C 2.359 -0.884 0.810
O 3.496 -0.759 1.246
O 1.444 0.042 0.907
H -2.167 -2.690 0.543
H -3.009 -1.950 -0.675
H -1.416 -2.638 -2.286
H -1.823 -4.096 -1.354
H 2.642 -2.353 -0.722
H 2.180 -3.010 0.831
O -0.259 1.789 -3.832
C -0.054 1.444 -2.670
O 0.019 0.255 -2.214
C -0.099 2.548 -1.609
C 0.091 3.910 -1.826
C -0.233 4.773 -0.795
C -0.772 4.293 0.403
C -0.933 2.926 0.528
N -0.570 2.117 -0.460
C -1.649 2.225 1.683
O -2.000 2.874 2.652
O -1.863 0.970 1.463
H 0.467 4.252 -2.778
H -0.099 5.841 -0.930
H -1.087 4.942 1.207
N -4.344 0.195 3.036
C -3.868 -0.289 4.205
O -4.540 -0.485 5.201
C -2.400 -0.584 4.121
C -1.482 0.143 4.859
C -0.133 -0.067 4.619
C 0.235 -0.970 3.634
N -0.641 -1.681 2.922
C -1.926 -1.493 3.185
H -5.288 0.545 3.034
H -3.673 0.533 2.348
H -1.821 0.881 5.573
H 0.631 0.480 5.153
H 1.281 -1.114 3.391
H -2.637 -2.069 2.602
S -3.375 0.610 -1.678
C -3.225 -0.368 -3.041
N -2.385 -0.191 -4.057
C -2.462 -1.238 -5.053
C -3.640 -2.105 -4.546
N -3.934 -1.512 -3.250
H -1.652 0.522 -4.034
H -1.529 -1.803 -5.096
H -2.653 -0.819 -6.042
H -3.344 -3.149 -4.432
H -4.502 -2.061 -5.216
H -4.824 -1.592 -2.788
S 3.429 2.509 -1.256
C 3.286 2.906 0.372
N 3.658 2.065 1.346
C 3.257 2.204 2.731
C 3.145 3.674 3.094
C 2.251 4.353 2.073
N 2.800 4.120 0.751
H 3.827 1.103 1.045
H 3.997 1.695 3.350
H 2.298 1.692 2.880
H 4.135 4.135 3.076
H 2.733 3.785 4.097
H 2.193 5.431 2.238
H 1.234 3.948 2.155
H 2.413 4.632 -0.028
*
```

Most stable structure: A

A.
ORCA calculation (wB97M-V/def2-TZVPD) on a 4-piece molecular cluster, CH10N2O3 overall.

Structure (ORCA input):
```
! RIJCOSX wB97M-V def2-TZVPD def2/J DEFGRID3
* xyz 0 1
H -1.742 2.266 -0.234
N -1.235 1.358 -0.305
C -2.039 0.487 0.199
N -1.954 -0.889 -0.054
H -3.088 0.785 0.409
H -1.963 -1.516 0.849
H -1.057 -1.233 -0.571
O 2.560 0.336 0.982
H 2.779 -0.543 0.561
H 2.241 0.892 0.271
O 1.269 1.413 -1.089
H 0.301 1.104 -0.911
H 1.340 1.475 -2.073
O 0.681 -1.865 0.306
H 0.817 -2.833 0.616
H 1.090 -1.237 1.046
*
```

B.
ORCA calculation (wB97M-V/def2-TZVPD) on a 4-piece molecular cluster, CH10N2O3 overall.

Structure (ORCA input):
```
! RIJCOSX wB97M-V def2-TZVPD def2/J DEFGRID3
* xyz 0 1
H 0.178 -0.935 -2.172
N 0.246 -0.774 -1.172
C 0.817 -1.751 -0.546
N 1.725 -1.489 0.428
H 0.584 -2.780 -0.836
H 1.627 -2.015 1.287
H 2.091 -0.554 0.408
O -1.605 1.370 2.013
H -2.092 1.121 1.212
H -1.549 0.556 2.522
O -2.185 0.712 -0.707
H -1.375 0.203 -0.535
H -1.739 1.516 -1.033
O 1.105 1.651 0.099
H 0.598 0.997 -0.407
H 1.575 2.172 -0.558
*
```

Most stable structure: B

A.
ORCA calculation (wB97M-V/def2-TZVPD) on one molecule with the formula C3H4ClNS.

Structure (ORCA input):
```
! RIJCOSX wB97M-V def2-TZVPD def2/J DEFGRID3
* xyz 0 1
S 1.883 -1.601 -0.004
C 1.707 0.043 -0.032
N 0.569 0.790 -0.011
C -0.793 0.436 -0.003
C -1.336 -0.796 -0.044
Cl -3.053 -0.943 -0.009
H 2.581 0.706 -0.012
H 0.712 1.815 0.034
H -1.475 1.291 0.030
H -0.795 -1.741 0.052
*
```

B.
ORCA calculation (wB97M-V/def2-TZVPD) on a 2-piece molecular cluster, C3H4ClNS overall.

Structure (ORCA input):
```
! RIJCOSX wB97M-V def2-TZVPD def2/J DEFGRID3
* xyz 0 1
S -2.667 0.678 1.769
N -1.346 1.232 1.301
C -0.316 1.492 0.768
Cl 1.169 2.200 0.846
C -0.063 -0.723 -0.468
C 1.093 -1.044 -1.057
H -0.428 -1.152 0.403
H -0.694 -0.014 -1.018
H 1.646 -1.919 -0.604
H 1.604 -0.750 -1.939
*
```

C.
ORCA calculation (wB97M-V/def2-TZVPD) on one molecule with the formula C3H4ClNS.

Structure (ORCA input):
```
! RIJCOSX wB97M-V def2-TZVPD def2/J DEFGRID3
* xyz 0 1
N 1.255 1.162 0.646
S 1.939 -0.369 0.313
C 0.546 -1.407 -0.016
C -0.590 -0.803 -0.195
C -1.592 -0.045 -0.578
Cl -2.859 0.357 0.433
H 1.503 1.842 0.007
H 0.367 1.380 1.160
H 0.796 -2.445 -0.168
H -1.365 0.328 -1.603
*
```

Most stable structure: A

A.
ORCA calculation (wB97M-V/def2-TZVPD) on C10H8O3 as an isolated structure.

Structure (ORCA input):
```
! RIJCOSX wB97M-V def2-TZVPD def2/J DEFGRID3
* xyz 0 1
C -0.747 3.557 -0.709
C -0.123 1.341 -0.812
C -0.274 1.102 0.445
C 0.063 -0.105 1.007
C 0.025 -0.444 2.493
C 0.346 -1.823 2.879
C 0.597 -2.733 1.872
C 0.624 -2.562 0.669
C 0.242 -1.250 0.194
C -0.036 0.043 -1.713
H -1.913 3.436 -0.245
H -0.820 4.415 -1.641
H 0.155 3.881 -0.120
H -0.427 1.918 0.791
H -0.248 0.237 3.027
H 0.038 -2.274 3.830
H 1.030 -4.023 2.308
H 0.826 -3.238 -0.064
O -0.538 2.410 -1.537
O 0.240 -1.040 -1.225
O -0.071 0.240 -2.968
*
```

B.
ORCA calculation (wB97M-V/def2-TZVPD) on one molecule with the formula C10H8O3.

Structure (ORCA input):
```
! RIJCOSX wB97M-V def2-TZVPD def2/J DEFGRID3
* xyz 0 1
C -3.484 0.109 0.066
C -2.244 -0.816 -0.034
O -2.419 -2.039 0.053
C -0.827 -0.307 -0.125
C 0.240 -1.235 -0.136
C 1.594 -0.806 -0.041
C 2.868 -1.478 -0.070
C 3.769 -0.445 0.001
O 3.210 0.802 0.035
C 1.854 0.573 0.071
C 0.818 1.511 0.023
C -0.470 1.056 -0.068
O -1.452 1.957 -0.119
H -3.431 0.698 0.987
H -3.610 0.851 -0.696
H -4.391 -0.513 0.168
H 0.042 -2.300 -0.247
H 3.106 -2.511 0.039
H 4.854 -0.536 0.120
H 1.043 2.575 0.138
H -1.071 2.852 -0.164
*
```

Most stable structure: B

A.
ORCA calculation (wB97M-V/def2-TZVPD) on one molecule with the formula C3H4FNO2.

Structure (ORCA input):
```
! RIJCOSX wB97M-V def2-TZVPD def2/J DEFGRID3
* xyz 0 1
O 0.749 -0.169 2.351
N 0.716 -0.594 1.265
O 0.317 -1.707 0.971
C 0.960 0.345 0.231
C -0.283 0.578 -0.652
C -1.318 -0.228 -0.815
F -2.316 0.196 -1.643
H 1.297 1.313 0.687
H 1.645 -0.044 -0.516
H -0.060 1.520 -1.244
H -1.707 -1.210 -0.636
*
```

B.
ORCA calculation (wB97M-V/def2-TZVPD) on one molecule with the formula C3H4FNO2.

Structure (ORCA input):
```
! RIJCOSX wB97M-V def2-TZVPD def2/J DEFGRID3
* xyz 0 1
C 1.775 -0.300 -0.023
C 0.420 0.375 -0.067
C -0.739 -0.210 0.016
F -0.977 -1.618 0.192
N -2.040 0.414 0.048
O -2.116 1.619 0.117
O -2.920 -0.375 -0.022
H 1.997 -0.010 1.027
H 1.653 -1.416 -0.289
H 2.476 0.008 -0.711
H 0.471 1.513 -0.288
*
```

Most stable structure: A

A.
ORCA calculation (wB97M-V/def2-TZVPD) on one molecule with the formula H4N3P.

Structure (ORCA input):
```
! RIJCOSX wB97M-V def2-TZVPD def2/J DEFGRID3
* xyz 0 1
N 0.305 0.112 -0.541
N -1.756 1.075 0.174
N 1.369 0.678 0.080
P -1.144 -0.339 0.059
H 2.064 0.953 -0.599
H 1.735 0.116 0.851
H -1.105 -1.308 0.964
H -1.468 -1.287 -0.988
*
```

B.
ORCA calculation (wB97M-V/def2-TZVPD) on one molecule with the formula H4N3P.

Structure (ORCA input):
```
! RIJCOSX wB97M-V def2-TZVPD def2/J DEFGRID3
* xyz 0 1
N -1.336 0.739 -0.410
N -0.875 -0.435 -0.212
N 0.350 -0.786 0.048
P 1.505 0.419 -0.036
H -2.404 0.754 -0.489
H -1.511 -1.252 -0.121
H 2.479 -0.559 -0.057
H 1.791 1.119 1.276
*
```

Most stable structure: B

A.
ORCA calculation (wB97M-V/def2-TZVPD) on a 3-piece molecular cluster, C6H15NO2 overall.

Structure (ORCA input):
```
! RIJCOSX wB97M-V def2-TZVPD def2/J DEFGRID3
* xyz 0 1
C 0.524 0.233 -0.284
C -1.691 -0.433 -0.768
C 0.392 -1.007 0.293
C 1.106 0.408 -1.651
C 0.376 1.466 0.542
C -2.579 -0.831 0.372
N 2.469 -0.956 0.984
O 2.753 0.138 1.893
O -2.007 0.780 -1.372
H 2.635 -0.268 2.759
H -2.341 1.398 -0.711
H 3.027 -0.679 0.173
H -1.560 -1.179 -1.547
H -0.001 -1.098 1.296
H 0.529 -1.908 -0.289
H 2.008 1.021 -1.607
H 0.378 0.938 -2.273
H 1.343 -0.544 -2.125
H 1.339 1.665 1.028
H 0.101 2.325 -0.073
H -0.355 1.331 1.341
H -2.339 -1.835 0.721
H -2.469 -0.144 1.220
H -3.638 -0.819 0.078
*
```

B.
ORCA calculation (wB97M-V/def2-TZVPD) on a 3-piece molecular cluster, C6H15NO2 overall.

Structure (ORCA input):
```
! RIJCOSX wB97M-V def2-TZVPD def2/J DEFGRID3
* xyz 0 1
C -0.481 0.797 -2.817
C -0.647 0.210 -1.458
C 0.389 0.256 -0.664
C 0.512 -0.116 0.732
C 1.685 0.310 1.601
C -0.710 -0.582 1.247
N -0.914 -1.282 2.324
H -0.198 1.940 -2.755
H -1.479 0.953 -3.280
H 0.075 0.177 -3.590
H -1.731 -0.142 -1.383
H 1.370 0.502 -0.988
H 2.562 0.751 0.784
H 2.005 -0.620 2.066
H 1.373 1.185 2.137
H -1.630 -0.514 0.627
H -1.804 -1.047 2.891
H -0.110 -1.456 2.935
O 0.248 -3.070 -1.011
H 0.869 -3.395 -0.426
H -0.038 -2.165 -0.923
O -0.541 2.782 0.718
H 0.114 2.313 1.215
H -0.919 2.213 0.016
*
```

C.
ORCA calculation (wB97M-V/def2-TZVPD) on a 3-piece molecular cluster, C6H15NO2 overall.

Structure (ORCA input):
```
! RIJCOSX wB97M-V def2-TZVPD def2/J DEFGRID3
* xyz 0 1
C -0.043 0.272 -0.585
C -0.404 0.806 0.629
C -2.272 0.039 -0.276
C 2.674 0.111 1.234
C 0.071 1.184 -1.766
C 0.379 -1.149 -0.757
N -2.621 -1.083 0.443
O 1.975 0.974 0.457
O -0.394 0.144 1.800
H 0.498 -0.232 1.941
H -0.658 1.856 0.702
H -2.246 -1.956 0.101
H -2.505 -1.000 1.445
H -2.283 -0.090 -1.352
H -2.754 0.954 0.045
H 2.118 -0.264 2.158
H 2.986 -0.831 0.725
H 3.599 0.542 1.669
H 1.125 1.449 -1.851
H -0.500 2.104 -1.632
H -0.253 0.693 -2.687
H 1.437 -1.165 -1.018
H -0.178 -1.623 -1.572
H 0.250 -1.736 0.150
*
```

Most stable structure: B